Computed, not measured: C27H20F2NNiO5P as an isolated structure, with the ωB97M-V functional and the def2-TZVPD basis.

Each line ends with the Mulliken charge.
Cartesian coordinates (Å):
1 H 3.114 -1.637 4.017  0.32
2 O -2.853 -1.547 -4.676  -0.58
3 H -2.946 0.087 1.763  0.22
4 H 2.046 -4.598 -3.466  0.50
5 H 0.543 2.881 -2.884  0.64
6 C -0.620 4.415 -0.039  -0.88
7 H -3.348 1.233 5.754  0.39
8 H 0.730 -4.505 -5.549  0.38
9 F -1.596 0.108 -3.785  -0.29
10 C -0.654 3.269 0.724  -0.36
11 Ni -0.488 -0.879 -0.680  0.11
12 C -3.232 0.596 3.791  -0.65
13 O -2.777 -1.250 -2.462  -0.48
14 H -1.163 -2.676 -5.568  0.50
15 H -0.034 5.033 -2.099  0.31
16 H -2.644 0.567 -1.259  0.32
17 C -0.123 4.238 -1.330  -0.51
18 H 5.149 -0.378 3.245  0.44
19 H 0.327 2.072 3.873  0.49
20 C -2.370 -0.517 -1.148  0.15
21 H -1.095 2.274 5.808  0.42
22 H 0.989 -1.115 2.942  0.47
23 N -0.211 -2.261 -2.463  -0.06
24 C -2.726 1.277 4.896  -0.24
25 O 1.191 -2.527 -0.182  -0.52
26 P -0.146 0.538 1.174  1.38
27 H -0.929 3.210 1.779  0.30
28 H 2.562 -4.305 -0.051  0.35
29 H -4.127 0.039 3.948  0.39
30 H -3.536 -0.851 -4.793  0.36
31 C -1.159 0.852 2.727  0.15
32 C 0.360 1.904 -1.026  0.49
33 C 1.817 -0.494 2.767  -0.34
34 C -2.484 0.492 2.681  -0.22
35 C 0.790 0.562 -1.539  0.63
36 C 1.431 -3.271 -1.120  0.28
37 H -1.021 5.402 0.198  0.39
38 C 0.843 -3.068 -2.464  0.61
39 O 2.295 -4.302 -0.969  -0.49
40 C -0.156 2.065 0.243  0.48
41 C -0.638 1.593 3.826  -0.43
42 C -0.468 -2.844 -4.753  -0.68
43 C 0.573 -3.783 -4.726  -0.57
44 C 0.347 3.044 -1.890  -1.36
45 H 2.818 1.989 0.522  0.18
46 C 1.614 0.497 1.818  0.53
47 C 4.181 -0.110 2.890  -0.53
48 O 1.608 0.377 -2.455  -0.68
49 C -2.063 -1.167 -3.634  0.67
50 F -3.359 -1.075 -0.357  -0.41
51 H 4.867 1.412 1.558  0.42
52 C -0.824 -2.140 -3.585  0.33
53 C 3.052 -0.764 3.340  -0.78
54 C 1.248 -3.900 -3.523  -0.73
55 C 2.762 1.188 1.348  -0.24
56 C -1.475 1.862 4.915  -0.96
57 C 4.009 0.891 1.923  -0.58

Forces on the atoms, in the same order (eV/Å):
0.107 0.739 -0.276
-0.460 0.861 -0.548
0.588 -0.163 0.475
0.545 -0.357 0.566
0.823 0.144 -2.201
0.110 -0.144 -1.179
-0.291 0.371 0.867
0.112 0.807 0.438
0.184 0.572 -0.455
0.297 -0.257 1.276
1.100 -0.338 -0.381
-0.122 0.615 2.280
0.054 0.997 0.371
0.470 -0.263 -0.271
-0.549 0.108 1.053
-0.013 -0.867 -0.267
0.771 0.412 -2.666
0.543 -0.003 0.244
0.448 -0.507 -0.467
-0.466 0.002 -1.700
0.328 0.815 0.699
-0.964 -0.816 0.798
1.129 0.122 1.326
-0.450 -0.555 -0.200
-0.272 -0.364 -0.462
0.747 -0.066 1.208
-0.417 0.608 -0.335
0.206 0.092 0.602
-0.863 0.059 -0.394
0.404 -0.610 0.209
2.091 1.592 -0.734
0.571 1.651 -2.108
0.757 0.604 -0.311
0.048 -0.992 -2.087
-0.113 -1.458 -0.752
0.816 0.684 1.260
0.203 -0.472 0.467
0.752 -2.033 0.147
-0.828 0.425 -1.128
-0.092 -0.250 0.010
-1.151 0.047 -0.074
-0.218 -0.284 0.332
-1.353 0.249 -0.217
-1.211 -0.822 4.426
-0.755 -1.411 1.394
0.301 0.227 -0.704
-0.933 0.831 -0.485
-1.321 0.798 1.691
0.679 -1.398 2.183
0.100 0.119 0.528
0.421 0.258 -0.194
-1.559 0.883 -2.645
-0.215 -1.320 0.053
-0.665 1.207 -0.015
0.214 0.911 -0.379
-0.050 -1.523 -1.274
-0.584 -0.542 0.008

Values from the calculation:
- E_LUMO (alpha / beta): -0.459 / -0.517 eV
- Spin multiplicity: 3
- Total charge: 0
- Gap between HOMO and LUMO (alpha / beta): 6.217 / 6.967 eV

Computed, not measured: C27H20F3N2O6S4 as an isolated structure, with the ωB97M-V functional and the def2-TZVPD basis.

Each line ends with the Mulliken charge.
Cartesian coordinates (Å):
1 O 2.224 2.851 -3.162  -0.71
2 C 0.500 -0.821 0.785  -0.36
3 C 1.655 -1.990 -3.669  -1.06
4 O 2.619 1.765 -0.965  -0.64
5 H 4.264 -0.838 -5.550  0.35
6 F -2.566 -4.302 1.192  -0.25
7 H -3.378 2.141 1.148  0.49
8 H 0.529 -0.756 -2.274  0.03
9 C 2.186 0.294 -3.123  0.50
10 H -5.731 0.827 -1.315  0.41
11 H -4.823 -1.395 3.178  0.40
12 H -2.461 -2.232 3.271  0.49
13 C -4.737 1.229 -1.516  -0.51
14 C 5.318 -0.963 3.635  -0.38
15 S -0.371 -2.992 1.853  -0.28
16 H -5.351 3.295 -1.340  0.33
17 S 1.904 1.811 -2.210  0.99
18 H -1.111 1.122 0.939  0.47
19 C 1.371 -0.817 -2.957  0.26
20 H 2.442 -0.775 5.459  0.44
21 O 1.122 1.976 3.067  -0.55
22 C -3.211 1.132 1.530  -1.00
23 F -2.138 -2.720 -0.264  -0.13
24 N 0.306 1.621 -1.985  0.00
25 H 2.905 -2.904 -5.174  0.35
26 C 2.705 -0.090 3.435  0.30
27 S 0.998 0.561 3.349  1.31
28 C -1.713 -0.711 1.928  0.28
29 C -1.570 -3.666 0.525  0.75
30 S -0.586 2.940 -2.309  0.95
31 H 1.054 -2.879 -3.487  0.41
32 C 4.880 -0.358 2.452  -0.70
33 C -3.253 3.123 -1.753  -0.70
34 H -5.292 0.763 1.982  0.43
35 O -0.626 3.298 -3.704  -0.66
36 C 3.563 0.096 2.355  -0.50
37 C -0.495 -1.421 1.605  0.74
38 C 2.698 -2.001 -4.601  -0.41
39 H 3.832 1.200 -4.171  0.43
40 H 3.203 0.566 1.439  0.58
41 H 5.552 -0.238 1.600  0.41
42 H -3.052 4.192 -1.748  0.40
43 N 1.404 -0.480 0.126  -0.41
44 H -3.824 -0.730 -1.712  0.38
45 H 4.761 -1.650 5.619  0.36
46 H 6.351 -1.302 3.716  0.35
47 C -2.401 0.856 -2.017  -0.28
48 C -4.021 -0.846 2.677  -0.81
49 C -2.720 -1.344 2.677  -0.47
50 C -4.526 2.611 -1.522  -0.60
51 C 3.471 -0.850 -4.804  -0.52
52 O -0.405 3.951 -1.295  -0.68
53 O 0.284 0.163 4.551  -0.63
54 C -3.676 0.351 -1.748  -0.37
55 C 3.238 0.298 -4.048  -0.57
56 H -1.551 0.207 -2.224  0.41
57 C -4.272 0.380 2.047  -0.42
58 C -1.934 0.589 1.431  0.20
59 C 3.126 -0.678 4.617  -0.42
60 C -2.201 2.228 -1.982  0.51
61 C 4.438 -1.145 4.707  -0.48
62 F -0.907 -4.541 -0.267  -0.22

Forces on the atoms, in the same order (eV/Å):
0.313 0.187 0.390
1.607 0.490 -1.340
0.118 0.437 -0.001
0.435 0.164 -0.037
-0.131 -0.109 0.126
0.582 0.024 -0.894
-0.039 -0.386 0.000
0.275 -0.076 -0.120
0.583 0.098 -0.172
0.196 0.121 -0.034
0.290 0.214 -0.149
-0.280 0.320 -0.556
0.123 -0.148 0.027
-0.216 -0.047 -0.088
0.354 -5.708 0.076
0.058 -0.134 -0.027
-1.627 -0.633 -0.629
-0.416 -0.065 0.100
0.247 -0.425 -0.196
0.093 -0.029 -0.256
-0.339 -0.308 -0.580
0.275 0.154 -0.261
0.731 -0.914 0.788
0.510 1.515 -0.247
-0.038 0.195 0.102
-0.053 0.303 0.020
0.410 -0.695 0.657
-0.033 0.304 -0.099
-0.034 0.473 0.395
0.103 -1.901 0.656
0.112 0.159 -0.161
-0.143 -0.028 0.338
0.136 -0.538 0.046
0.313 -0.019 0.123
0.025 0.512 0.006
-0.050 0.013 -0.402
-0.278 6.312 -0.122
-0.025 0.170 0.123
-0.140 -0.181 -0.026
0.121 -0.032 0.186
-0.214 0.006 0.297
-0.046 -0.201 0.036
-1.500 -0.837 0.988
-0.067 0.276 -0.056
0.000 0.242 -0.240
-0.241 0.018 -0.020
-0.389 -0.064 0.210
0.368 0.296 -0.074
-0.359 -0.392 0.318
0.069 -0.066 -0.063
-0.090 -0.041 0.165
-0.089 0.622 -0.326
0.053 -0.100 -0.027
0.065 0.220 -0.133
-0.403 -0.443 0.228
-0.253 0.148 0.105
0.098 -0.106 0.210
-0.355 -0.009 0.013
0.015 -0.429 0.199
-0.019 0.327 -0.104
0.001 0.189 -0.186
-0.813 0.558 0.699

Values from the calculation:
- E_LUMO: -1.148 eV
- Spin multiplicity: 1
- Total charge: -1
- Gap between HOMO and LUMO: 4.293 eV

Computed, not measured: C27H20F4N6PPdS2 as an isolated structure, with the ωB97M-V functional and the def2-TZVPD basis.

Each line ends with the Mulliken charge.
Cartesian coordinates (Å):
1 H -2.411 -2.186 -1.769  0.17
2 H 6.476 -4.271 1.700  0.39
3 H 6.484 -2.402 0.088  0.40
4 C 0.370 -0.847 3.268  -0.22
5 H 0.711 1.506 5.676  0.43
6 H 4.432 -4.793 2.988  0.40
7 C -0.432 -3.168 -4.324  -0.63
8 N -1.046 6.114 3.556  -0.44
9 P 1.747 -1.300 0.890  0.83
10 C -1.812 0.910 -2.361  0.36
11 C 0.401 -1.957 -4.741  -0.51
12 F -5.170 3.291 -1.615  -0.29
13 H 4.430 -1.074 -0.276  0.33
14 H 2.492 2.264 4.144  0.43
15 C 3.284 -2.188 1.159  0.74
16 C 0.139 -0.155 4.450  -0.71
17 N -5.154 0.485 -2.917  -0.43
18 H 0.954 -2.179 -5.657  0.38
19 C -4.212 0.997 -2.504  -0.26
20 H -0.232 -1.710 3.011  0.37
21 N -0.836 0.414 -2.728  -0.46
22 C -4.142 3.418 -0.794  0.08
23 C -3.032 2.504 -0.946  0.48
24 F -0.936 1.829 -0.054  0.01
25 C 4.431 -3.978 2.277  -0.67
26 F -5.148 5.249 0.146  -0.27
27 H 2.922 1.039 2.047  0.39
28 H -1.368 -3.426 -1.674  0.36
29 F -0.912 3.750 1.732  -0.26
30 H 2.387 -3.461 2.652  0.35
31 N -4.851 7.420 2.236  -0.41
32 C -1.928 3.672 0.898  0.09
33 N -1.542 -2.547 -2.153  -0.29
34 C 5.581 -3.681 1.554  -0.44
35 S 0.280 -2.601 0.376  -0.53
36 C -3.020 1.521 -1.907  0.46
37 C -1.729 -2.817 -3.604  -0.56
38 C -3.018 4.631 1.025  0.10
39 C 3.283 -3.233 2.084  -0.51
40 C 4.434 -1.886 0.440  -0.32
41 C 1.904 1.390 3.899  -0.73
42 C -4.056 6.608 2.071  -0.12
43 C 2.144 0.702 2.723  -0.42
44 C -1.937 2.695 -0.022  0.32
45 H 2.046 -2.184 -3.516  0.22
46 H -0.261 -1.118 -4.964  0.30
47 N 1.283 -1.532 -3.650  -0.36
48 C 0.900 0.961 4.760  -0.46
49 H -2.446 -3.632 -3.713  0.42
50 H 1.681 -0.620 -3.838  0.25
51 H -0.688 -3.751 -5.209  0.35
52 H -2.177 -1.927 -4.047  0.26
53 H 0.171 -3.818 -3.682  0.28
54 C -4.129 4.417 0.104  0.17
55 C -1.908 5.876 2.836  -0.14
56 H -0.639 -0.488 5.124  0.42
57 C 1.374 -0.418 2.408  0.64
58 C -2.999 5.646 1.928  1.25
59 Pd 0.022 -1.276 -1.530  0.11
60 C 5.586 -2.634 0.645  -0.63
61 S 1.827 -0.055 -0.700  -0.47

Forces on the atoms, in the same order (eV/Å):
-0.019 -0.052 0.049
0.003 0.010 0.016
-0.002 0.004 0.004
0.002 0.018 0.003
0.010 -0.016 0.010
0.000 0.006 0.003
-0.029 0.087 0.050
-0.067 0.000 0.036
0.097 -0.103 0.067
0.208 -0.131 0.320
0.067 -0.015 0.029
-0.025 0.032 -0.032
-0.009 -0.023 -0.025
0.005 -0.007 -0.004
0.034 -0.002 -0.039
-0.013 -0.010 -0.013
0.089 -0.039 -0.076
0.024 -0.034 0.021
-0.020 0.160 -0.076
-0.003 0.003 0.006
-0.569 0.397 -0.143
-0.007 -0.171 0.216
0.039 -0.082 -0.146
0.092 -0.058 -0.028
0.007 -0.009 -0.007
-0.016 0.039 0.006
0.004 0.000 0.008
-0.036 -0.032 -0.007
0.028 -0.001 0.054
-0.004 -0.018 -0.016
0.014 -0.031 0.014
-0.134 0.034 -0.048
0.094 0.062 -0.033
0.001 -0.002 0.001
-0.086 0.174 0.037
-0.014 0.108 -0.004
0.002 0.007 0.007
-0.008 -0.049 -0.082
0.008 0.062 0.048
0.009 0.015 0.010
-0.023 0.018 -0.006
0.053 -0.015 -0.017
-0.004 -0.028 0.003
-0.005 0.222 -0.162
0.024 0.008 0.003
0.000 -0.012 -0.061
-0.203 0.081 0.022
0.003 0.021 -0.004
-0.021 0.009 0.024
0.074 -0.017 -0.002
-0.028 0.014 -0.005
-0.001 0.001 -0.006
0.005 -0.078 -0.078
0.107 -0.051 0.068
0.022 -0.004 -0.127
0.000 0.003 -0.005
-0.033 0.006 0.039
-0.024 0.059 0.112
0.431 -0.579 -0.017
-0.010 0.008 -0.005
-0.146 -0.002 -0.012

Values from the calculation:
- E_LUMO (alpha / beta): -5.915 / -5.881 eV
- Spin multiplicity: 1
- Total charge: +1
- Gap between HOMO and LUMO (alpha / beta): 5.186 / 5.223 eV

Computed, not measured: C27H20INOPRuS as an isolated structure, with the ωB97M-V functional and the def2-TZVPD basis.

Each line ends with the Mulliken charge.
Cartesian coordinates (Å):
1 C 1.381 3.339 4.272  -0.69
2 H 0.211 0.390 -4.868  0.49
3 C 1.615 -3.736 -0.729  -0.75
4 C 3.668 0.947 2.597  -1.04
5 S -3.185 0.676 -2.377  -0.13
6 C -4.004 -2.544 -0.305  -0.15
7 C 2.519 2.194 -3.156  -0.70
8 N -3.401 -1.475 -0.853  0.56
9 C 0.778 0.769 -4.030  -0.95
10 C 2.877 0.521 1.535  -0.64
11 C 0.538 0.273 -2.754  -0.28
12 H 1.153 -5.416 0.518  0.45
13 C 0.990 -1.591 0.141  0.79
14 C 0.209 4.026 4.068  -0.83
15 C 1.562 -2.364 -0.878  -0.33
16 H -0.174 4.716 4.806  0.46
17 C 1.312 0.753 -1.663  0.90
18 C 3.147 1.839 3.506  -0.62
19 C -5.243 -1.150 -2.327  -0.74
20 C 0.539 -3.573 1.431  -0.76
21 C 1.128 2.139 2.116  0.71
22 P 0.749 0.184 -0.027  1.82
23 H 1.993 -1.896 -1.752  0.48
24 H 4.664 0.547 2.718  0.48
25 C -0.463 3.869 2.855  -0.56
26 C 1.881 2.432 3.311  0.75
27 C -0.011 2.960 1.917  -0.22
28 H 3.714 2.112 4.386  0.49
29 Ru -1.353 0.698 -0.960  -0.11
30 H 3.242 -0.262 0.881  0.57
31 C -5.876 -2.249 -1.774  -0.23
32 H -0.095 -0.624 -2.639  0.56
33 H 0.158 -4.055 2.318  0.49
34 I -1.075 3.141 0.009  0.30
35 C 1.623 1.079 1.300  0.76
36 H 1.961 2.102 -5.222  0.46
37 H 2.867 2.123 -1.049  0.45
38 H 3.289 2.933 -3.323  0.46
39 C -4.000 -0.751 -1.834  0.66
40 C 1.109 -4.342 0.420  -0.55
41 C 2.280 1.734 -1.868  -0.87
42 H -1.327 4.485 2.653  0.46
43 H 0.007 -1.593 2.064  0.46
44 H -6.847 -2.557 -2.135  0.45
45 C 1.768 1.726 -4.227  -0.66
46 H 2.063 -4.341 -1.501  0.48
47 H -3.455 -3.033 0.489  0.49
48 O -2.212 -1.126 -0.396  -0.81
49 H -5.728 -3.790 -0.275  0.45
50 H -5.699 -0.583 -3.126  0.46
51 C 0.465 -2.201 1.294  -0.54
52 H 1.937 3.490 5.184  0.48
53 C -5.247 -2.943 -0.740  -0.64

Forces on the atoms, in the same order (eV/Å):
0.921 -0.640 -0.024
-0.009 -0.039 -0.077
-0.087 -0.261 0.203
0.123 -0.736 -0.897
0.074 0.621 -0.026
0.314 0.046 0.200
-0.088 0.058 0.110
-1.270 -0.160 -0.463
0.067 0.242 -0.091
0.652 0.218 0.694
0.128 -0.313 0.526
0.034 -0.070 0.044
-0.011 0.024 0.335
-1.051 0.360 -0.746
0.063 0.428 0.303
0.005 0.032 0.047
0.168 -0.128 0.270
-0.588 0.637 0.587
0.215 0.046 0.100
0.078 -0.164 -0.095
0.267 -0.036 0.404
-0.577 0.053 -0.938
-0.015 -0.004 -0.066
0.061 -0.046 0.091
0.032 0.473 0.732
-0.143 -0.076 -0.315
-0.146 -0.544 -1.408
0.059 0.023 0.055
-0.982 -1.921 0.389
0.028 -0.044 0.013
0.197 -0.113 0.233
0.169 0.291 -0.040
-0.055 -0.013 0.104
0.356 0.351 0.924
-0.305 0.084 -0.389
0.010 -0.018 -0.032
0.029 0.015 0.115
0.058 0.025 -0.022
0.138 -0.116 0.053
-0.008 0.240 -0.171
-0.148 -0.143 -0.168
-0.086 -0.021 -0.013
-0.054 -0.035 0.101
-0.028 -0.024 -0.004
-0.224 -0.143 -0.025
0.044 -0.053 -0.078
0.023 0.057 -0.095
1.495 1.020 0.163
0.049 -0.091 0.061
0.019 0.069 -0.019
0.170 0.311 -0.375
0.145 0.028 0.127
-0.315 0.200 -0.410

Values from the calculation:
- E_LUMO (alpha / beta): -9.809 / -12.855 eV
- Spin multiplicity: 5
- Total charge: +3
- Gap between HOMO and LUMO (alpha / beta): 7.238 / 4.249 eV

Total energy? In order: -3521.159503 -3494.080643 -3034.243646 -2301.905071 Eh.
Energy above the lowest of the compared OMol25 structures with the same formula, charge and spin? In order: 61.0 28.7 78.2 9.9 kJ/mol.